Entry 1:
Density functional theory data (ωB97M-V/def2-TZVPD) for a molecular structure, C32H36MnN6O3 at a distorted geometry.

Positions of all 78 atoms, in Å:
Mn1 -0.1950 0.5805 -0.1365
C1 1.3327 -4.2129 -2.3705
C2 1.5408 -3.0947 -3.1676
C3 1.6107 -1.8383 -2.6022
C4 1.4335 -1.6674 -1.2167
C5 1.2128 -2.8027 -0.4241
C6 1.1907 -4.0591 -0.9982
N1 1.4625 -0.3931 -0.6584
C7 2.5038 0.4191 -1.0184
C8 3.7780 -0.0183 -1.4032
C9 4.7398 0.9080 -1.7564
C10 4.4536 2.2678 -1.7667
C11 3.1976 2.7296 -1.3817
C12 2.2431 1.8120 -0.9825
N2 0.9480 2.1059 -0.5444
N3 0.0843 2.5044 -1.3953
C13 -1.1948 2.7554 -0.9811
C14 -1.9789 3.7208 -1.6228
C15 -3.2581 3.9344 -1.1492
C16 -3.7280 3.1612 -0.0885
C17 -2.9104 2.1784 0.4496
N4 -1.6689 1.9806 0.0217
H1 1.2985 -5.1965 -2.8129
H2 1.6562 -3.2066 -4.2354
H3 1.7764 -0.9670 -3.2190
H4 1.1247 -2.6873 0.6459
H5 1.0786 -4.9306 -0.3711
H6 3.9949 -1.0752 -1.3981
H7 5.7241 0.5652 -2.0293
H8 5.2097 2.9748 -2.0722
H9 2.9651 3.7840 -1.3902
H10 -1.5611 4.2729 -2.4507
H11 -3.8849 4.6874 -1.5992
H12 -4.7163 3.3154 0.3125
H13 -3.2531 1.5327 1.2494
C18 -3.1937 -1.6096 -5.8812
O1 -3.1308 -2.6513 -4.9235
C19 -2.6159 -2.4350 -3.7251
C20 -2.6890 -3.5384 -2.8310
C21 -2.2806 -3.4173 -1.5363
C22 -1.7518 -2.2065 -1.0445
C23 -1.4925 -1.9780 0.3397
C24 -1.8970 -2.9988 1.3635
O2 -0.9644 -0.9187 0.7760
C25 -1.5637 -1.1199 -1.9777
O3 -1.0217 -0.0169 -1.6069
C26 -2.0292 -1.2550 -3.2971
H14 -3.7504 -2.0195 -6.7219
H15 -2.1947 -1.3130 -6.2116
H16 -3.7274 -0.7406 -5.4868
H17 -3.1190 -4.4507 -3.2116
H18 -2.3702 -4.2608 -0.8710
H19 -2.9394 -3.2852 1.2283
H20 -1.7586 -2.5806 2.3594
H21 -1.2850 -3.8931 1.2623
H22 -1.9110 -0.4074 -3.9527
C27 2.2391 1.5671 5.8165
C28 1.1413 0.6240 5.3330
N5 0.5136 1.0994 4.1052
C29 -0.5086 2.1298 4.2571
C30 -0.0512 3.5477 3.9041
C31 0.8232 0.6278 2.8967
C32 1.7745 -0.5168 2.7572
N6 0.3241 1.1411 1.7970
H23 2.7340 1.1328 6.6798
H24 1.8294 2.5270 6.1155
H25 2.9794 1.7312 5.0374
H26 0.3649 0.5463 6.0986
H27 1.5513 -0.3720 5.1757
H28 -0.8311 2.1225 5.2986
H29 -1.3751 1.8447 3.6470
H30 0.5787 3.9576 4.6871
H31 -0.9234 4.1900 3.8082
H32 0.5125 3.5856 2.9747
H33 1.3823 -1.4104 3.2393
H34 2.7419 -0.2791 3.1934
H35 1.9048 -0.7127 1.6952
H36 -0.2300 1.9719 1.9957

Values from the calculation:
expectation value of S²	3.811
charge	+2
spin multiplicity	4
E_tot	-2945.71264	Eh

---

Entry 2:
Density functional theory data (ωB97M-V/def2-TZVPD) for a molecular structure, C18H28N4S2Sn at a distorted geometry.

Positions of all 53 atoms, in Å:
Sn1 1.1948 -1.0735 -0.0710
S1 -1.0135 0.9602 -0.1356
S2 -1.1350 -3.3696 -0.6738
C1 -2.8117 0.8959 -0.2883
C2 -0.6161 1.4170 -1.8309
C3 -1.1189 0.4109 -2.8593
N1 -0.5127 -0.9068 -2.6478
C4 -1.3191 -2.0378 -3.1242
C5 -0.8317 -3.3226 -2.4684
H1 0.4598 1.6032 -1.9282
H2 -1.1600 2.3660 -1.9302
H3 -0.8570 0.7677 -3.8700
H4 -2.2103 0.3289 -2.7849
H5 -1.2063 -2.1033 -4.2214
H6 -2.3813 -1.8677 -2.8963
H7 0.2473 -3.4384 -2.6408
H8 -1.3586 -4.1889 -2.8820
C6 -2.9177 -3.1042 -0.6249
H9 0.4008 -0.9361 -3.1016
H10 -3.2419 -2.1360 -1.0125
H11 -3.2211 -3.1608 0.4252
H12 -3.4113 -3.9099 -1.1745
H13 -3.1741 1.1086 0.7240
H14 -3.1765 -0.0851 -0.5980
H15 -3.1197 1.6866 -0.9774
C7 3.3362 -1.1825 -1.3659
C8 3.6251 -1.3042 0.0201
H16 3.4802 -0.2352 -1.8994
H17 3.4141 -2.0662 -2.0166
H18 3.8662 -0.4353 0.6450
H19 4.0564 -2.2329 0.4095
N2 0.7999 1.9947 2.8016
C9 1.6030 2.3305 1.7144
C10 2.2501 3.5846 1.7406
C11 3.2398 3.8196 0.8004
C12 3.4111 2.8827 -0.2234
C13 2.4961 1.8500 -0.3458
N3 1.7791 1.4385 0.7250
C14 -0.0078 0.8932 3.0905
C15 -0.8942 1.0196 4.1885
C16 -1.7139 -0.0547 4.5344
C17 -1.7672 -1.1493 3.6625
C18 -0.9684 -1.0835 2.5132
N4 0.0669 -0.2153 2.3330
H20 0.6953 2.7691 3.4533
H21 1.9946 4.2913 2.5290
H22 3.8669 4.7005 0.8421
H23 4.2337 2.9260 -0.9277
H24 2.3446 1.3706 -1.3264
H25 -0.8972 1.9891 4.6926
H26 -2.2862 -0.0146 5.4513
H27 -2.3801 -2.0307 3.8811
H28 -1.1525 -1.7599 1.6697

Values from the calculation:
charge	+2
E_tot	-1931.74057	Eh

---

Entry 3:
Density functional theory data (ωB97M-V/def2-TZVPD) for a molecular structure, C3H3LaLiO3 at a distorted geometry.

Positions of all 11 atoms, in Å:
O1 -0.2736 0.2752 1.3872
Li1 0.2723 2.4470 0.7052
C1 0.8240 -0.5764 1.1271
C2 -0.3687 0.1940 -0.0508
O2 1.7035 0.1017 0.3466
C3 0.8836 0.1549 -0.8803
H1 1.1844 0.9856 -1.5277
H2 1.0403 -0.6763 -1.5742
H3 -2.2216 -0.0603 -0.6951
La1 -1.5589 -2.2422 1.5457
O3 -1.4852 -0.6031 -0.3837

Values from the calculation:
charge	+3
E_tot	-379.60168	Eh

---

Entry 4:
Density functional theory data (ωB97M-V/def2-TZVPD) for a gas-phase ion, C5H14N2 (charge +2) at a distorted geometry.

Positions of all 21 atoms, in Å:
C1 0.7145 -2.0670 0.0921
C2 -0.0201 -1.1029 -0.9481
N1 0.6533 -1.2657 -2.3969
C3 0.0565 0.4172 -0.6994
C4 -0.3069 0.6790 0.6741
C5 -1.0038 1.7719 1.0658
N2 -0.8830 2.3529 2.4177
H1 0.3058 -3.0867 0.0106
H2 1.8063 -2.0042 -0.0073
H3 0.6753 -1.6500 1.0646
H4 -1.1790 -1.4133 -0.9969
H5 0.3117 -0.5014 -2.9069
H6 0.5849 -2.3731 -2.7256
H7 1.6272 -1.1568 -2.3956
H8 -0.6407 1.0615 -1.4142
H9 1.0602 0.5864 -1.0344
H10 0.2153 0.2603 1.5202
H11 -1.8237 2.3602 0.3745
H12 -1.0889 1.5819 3.1167
H13 -1.2501 3.2275 2.6068
H14 0.1852 2.3226 2.5823

Values from the calculation:
charge	+2
SMILES	C[C@H]([NH3+])C/C=C/[NH3+]
energy above the lowest of the compared OMol25 structures with the same formula, charge and spin	54.5	kcal/mol
E_tot	-307.70164	Eh

---

Entry 5:
Density functional theory data (ωB97M-V/def2-TZVPD) for a gas-phase ion, C4H12NS (charge +1) at a distorted geometry.

Positions of all 18 atoms, in Å:
C1 1.5391 2.1272 0.9423
S1 0.8331 0.9017 -0.2232
C2 0.6088 -0.6108 0.8720
C3 -0.8571 -1.0046 0.8478
C4 -1.2840 -1.7177 -0.4676
N1 -1.4727 -0.7216 -1.5795
H1 0.9518 3.0139 0.7854
H2 1.3323 1.7132 1.9308
H3 2.5989 2.3146 0.7733
H4 0.9416 -0.5797 1.9036
H5 1.2139 -1.4011 0.3623
H6 -1.5384 -0.1683 1.0190
H7 -1.0527 -1.8035 1.5704
H8 -2.2263 -2.2374 -0.3229
H9 -0.4977 -2.4312 -0.6648
H10 -0.5494 -0.3624 -1.8693
H11 -1.8820 0.1544 -1.2283
H12 -2.1441 -1.0083 -2.2904

Values from the calculation:
charge	+1
SMILES	CSCCC[NH3+]
energy above the lowest of the compared OMol25 structures with the same formula, charge and spin	14.3	kcal/mol
E_tot	-612.28189	Eh

---

Entry 6:
Density functional theory data (ωB97M-V/def2-TZVPD) for a gas-phase ion, C3H9N2O (charge -1) at a distorted geometry.

Positions of all 15 atoms, in Å:
N1 1.5466 1.7575 0.9343
C1 1.0845 0.4366 1.4293
C2 -0.0464 -0.2062 0.6597
N2 0.2687 -0.3998 -0.7388
C3 -1.0068 -0.8740 -1.5465
O1 -2.0666 -1.0505 -0.8115
H1 1.8315 1.6632 -0.0346
H2 0.7674 2.4075 0.8330
H3 0.8172 0.6239 2.4752
H4 1.9325 -0.2308 1.3756
H5 -1.0554 0.1930 0.8565
H6 -0.1425 -1.2100 1.0898
H7 0.6559 0.4402 -1.1556
H8 -1.0709 -0.0656 -2.3396
H9 -0.6171 -1.7814 -2.0775

Values from the calculation:
charge	-1
SMILES	NCCNC[O-]
energy above the lowest of the compared OMol25 structures with the same formula, charge and spin	26.4	kcal/mol
E_tot	-304.42389	Eh

---

- E_tot of number 5 (C4H12NS)?
  -612.28189 Eh

---

- What is the formula in the fourth record?
  C5H14N2